Entry 1:
{
  "formula": "C6H10",
  "method": "the ωB97M-V functional and the def2-TZVPD basis",
  "symbols": ["C", "C", "C", "C", "C", "C", "H", "H", "H", "H", "H", "H", "H", "H", "H", "H"],
  "positions_angstrom": [[-0.931, -1.813, -0.176], [-0.620, -0.618, 0.712], [-0.008, 0.600, -0.034], [0.231, 1.764, 0.955], [1.040, 0.343, -0.974], [1.609, 0.286, -2.055], [-1.649, -1.530, -0.952], [-0.024, -2.176, -0.669], [-1.359, -2.638, 0.403], [-1.524, -0.306, 1.259], [0.082, -0.938, 1.505], [-0.324, 0.843, -1.217], [0.934, 1.464, 1.753], [0.672, 2.628, 0.457], [-0.687, 2.081, 1.470], [2.557, 0.011, -2.435]],
  "lowdin_charge": [-0.116, -0.233, -0.361, -0.064, -0.209, 0.087, 0.077, 0.071, 0.071, 0.110, 0.118, 0.197, 0.085, 0.075, 0.076, 0.014],
  "fmax_ev_per_a": 3.8,
  "e_lumo_ev": 0.9,
  "smiles": "C#C[C@H](C)CC"
}

=====

Entry 2:
{
  "formula": "C20H24O6",
  "method": "the ωB97M-V functional and the def2-TZVPD basis",
  "symbols": ["C", "C", "C", "O", "O", "C", "H", "C", "H", "C", "H", "C", "C", "C", "C", "O", "C", "C", "C", "H", "H", "H", "C", "O", "H", "H", "H", "H", "C", "H", "H", "H", "H", "H", "O", "C", "O", "C", "C", "C", "H", "H", "H", "H", "C", "H", "H", "H", "H", "H"],
  "positions_angstrom": [[-0.676, -2.988, 0.213], [0.457, -2.391, 0.554], [1.676, -3.172, 0.900], [1.763, -4.354, 1.078], [2.723, -2.333, 0.982], [2.383, -1.026, 0.512], [2.912, -0.327, 1.161], [0.845, -0.939, 0.663], [0.642, -0.617, 1.694], [0.031, -0.016, -0.251], [0.025, -0.398, -1.279], [0.469, 1.463, -0.281], [0.907, 1.973, 1.056], [2.181, 2.072, 1.461], [3.437, 1.759, 0.763], [4.488, 1.771, 1.376], [3.456, 1.549, -0.715], [3.277, 0.455, -1.448], [3.444, 0.489, -2.937], [3.726, 1.481, -3.278], [4.209, -0.223, -3.242], [2.513, 0.192, -3.415], [2.952, -0.928, -0.924], [2.102, -1.582, -1.843], [2.112, -2.529, -1.668], [3.921, -1.459, -0.877], [3.771, 2.453, -1.224], [2.371, 2.420, 2.470], [-0.211, 2.359, 1.970], [0.146, 2.604, 2.967], [-0.932, 1.545, 2.033], [-0.734, 3.225, 1.564], [-0.402, 2.032, -0.618], [1.253, 1.583, -1.021], [-1.302, -0.084, 0.267], [-2.311, 0.127, -0.598], [-2.134, 0.375, -1.767], [-3.639, 0.016, 0.052], [-4.704, 0.195, -0.736], [-6.139, 0.160, -0.357], [-6.656, -0.591, -0.954], [-6.595, 1.122, -0.585], [-6.290, -0.057, 0.696], [-4.507, 0.396, -1.782], [-3.668, -0.269, 1.523], [-4.631, -0.669, 1.826], [-2.893, -0.985, 1.787], [-3.484, 0.646, 2.086], [-1.572, -2.460, -0.056], [-0.712, -4.065, 0.202]],
  "lowdin_charge": [0.155, -0.150, -0.454, 0.142, 0.087, -0.154, 0.143, -0.106, 0.173, -0.214, 0.155, -0.050, -0.242, 0.013, -0.413, 0.095, 0.009, -0.229, -0.029, 0.083, 0.093, 0.087, -0.244, 0.007, 0.115, 0.176, 0.134, 0.123, -0.023, 0.084, 0.075, 0.097, 0.134, 0.108, -0.019, -0.459, 0.115, -0.192, -0.073, -0.071, 0.083, 0.084, 0.064, 0.118, -0.030, 0.072, 0.079, 0.089, 0.072, 0.087],
  "fmax_ev_per_a": 0.8,
  "e_lumo_ev": 0.2,
  "smiles": "C=C1C(=O)O[C@@H]2[C@H]1[C@@H](OC(=O)/C(C)=C/C)C/C(C)=C\\C(=O)/C=C(/C)[C@@H]2O"
}

=====

Entry 3:
{
  "formula": "C36H45CuN4O2P2",
  "method": "the ωB97M-V functional and the def2-TZVPD basis",
  "symbols": ["Cu", "O", "C", "C", "C", "C", "C", "C", "N", "H", "H", "H", "H", "H", "H", "H", "C", "C", "C", "C", "C", "C", "P", "C", "C", "C", "C", "C", "C", "C", "C", "C", "C", "C", "C", "H", "H", "H", "H", "H", "H", "H", "H", "H", "H", "H", "H", "H", "H", "O", "P", "N", "C", "C", "C", "C", "N", "C", "C", "C", "C", "N", "C", "C", "C", "C", "H", "H", "H", "H", "H", "H", "H", "H", "H", "H", "H", "H", "H", "H", "H", "H", "H", "H", "H", "H", "H", "H", "H", "H"],
  "positions_angstrom": [[-1.555, -0.806, 0.550], [-1.288, -0.943, 3.363], [-1.864, -2.182, 3.639], [-2.380, -2.979, 2.456], [-3.218, -4.060, 2.717], [-3.636, -4.862, 1.676], [-3.193, -4.572, 0.392], [-2.372, -3.479, 0.213], [-1.982, -2.681, 1.219], [-0.592, -1.016, 2.679], [-2.704, -1.995, 4.313], [-1.159, -2.833, 4.182], [-3.528, -4.259, 3.734], [-4.297, -5.698, 1.857], [-3.485, -5.169, -0.459], [-2.017, -3.196, -0.771], [-3.205, -1.070, -6.948], [-1.975, -0.470, -6.732], [-1.448, -0.393, -5.449], [-2.140, -0.924, -4.365], [-3.372, -1.537, -4.599], [-3.906, -1.603, -5.874], [-1.563, -0.890, -2.619], [0.075, -0.096, -2.841], [1.141, -0.902, -3.237], [2.391, -0.357, -3.488], [2.603, 1.003, -3.308], [1.553, 1.811, -2.895], [0.297, 1.266, -2.673], [-2.568, 0.456, -1.915], [-3.260, 1.378, -2.701], [-4.009, 2.375, -2.100], [-4.055, 2.442, -0.712], [-3.352, 1.523, 0.055], [-2.581, 0.492, -0.509], [-3.616, -1.123, -7.947], [-1.422, -0.052, -7.564], [-0.491, 0.088, -5.296], [-3.921, -1.959, -3.764], [-4.866, -2.075, -6.033], [0.982, -1.967, -3.365], [3.200, -0.994, -3.821], [3.579, 1.431, -3.495], [1.711, 2.873, -2.758], [-0.527, 1.898, -2.366], [-3.221, 1.317, -3.784], [-4.552, 3.090, -2.705], [-4.648, 3.209, -0.228], [-3.413, 1.609, 1.135], [0.484, -0.577, 1.283], [1.554, 0.397, 1.659], [1.803, 0.526, 3.294], [2.106, -0.694, 4.064], [1.538, -0.420, 5.460], [1.521, 1.103, 5.540], [1.078, 1.487, 4.136], [1.224, 1.904, 1.109], [2.234, 2.962, 1.005], [1.423, 4.241, 0.741], [0.053, 3.739, 0.289], [-0.131, 2.471, 1.109], [2.998, -0.096, 1.038], [4.306, 0.282, 1.559], [5.234, -0.144, 0.428], [4.598, -1.442, -0.094], [3.133, -1.404, 0.384], [3.186, -0.858, 4.096], [1.645, -1.575, 3.608], [2.130, -0.887, 6.246], [0.518, -0.799, 5.520], [2.527, 1.485, 5.729], [0.854, 1.488, 6.310], [1.342, 2.510, 3.864], [-0.007, 1.370, 4.044], [2.922, 2.731, 0.187], [2.822, 3.057, 1.925], [1.907, 4.880, 0.003], [1.325, 4.817, 1.663], [0.072, 3.485, -0.770], [-0.745, 4.462, 0.454], [-0.839, 1.765, 0.672], [-0.464, 2.725, 2.122], [4.544, -0.269, 2.478], [4.358, 1.345, 1.783], [6.264, -0.274, 0.758], [5.218, 0.618, -0.352], [5.105, -2.321, 0.306], [4.657, -1.497, -1.179], [2.940, -2.213, 1.098], [2.413, -1.495, -0.425]],
  "lowdin_charge": [0.310, -0.080, -0.206, -0.226, -0.024, -0.058, -0.052, -0.108, 0.060, 0.021, 0.129, 0.130, 0.117, 0.108, 0.106, 0.072, -0.099, -0.088, -0.087, -0.384, -0.117, -0.093, 1.085, -0.384, -0.124, -0.100, -0.096, -0.087, -0.080, -0.442, -0.109, -0.107, -0.110, -0.156, -0.235, 0.097, 0.100, 0.097, 0.101, 0.099, 0.103, 0.099, 0.098, 0.099, 0.095, 0.098, 0.093, 0.092, 0.085, -0.306, 0.576, -0.176, -0.187, -0.164, -0.165, -0.198, -0.176, -0.194, -0.158, -0.156, -0.178, -0.181, -0.206, -0.164, -0.152, -0.173, 0.101, 0.109, 0.110, 0.102, 0.115, 0.113, 0.109, 0.111, 0.108, 0.100, 0.107, 0.107, 0.093, 0.115, 0.069, 0.112, 0.106, 0.101, 0.107, 0.106, 0.104, 0.096, 0.111, 0.102],
  "fmax_ev_per_a": 0.6,
  "e_lumo_ev": 0.6
}

=====

Entry 4:
{
  "formula": "C4H28NO12",
  "method": "the ωB97M-V functional and the def2-TZVPD basis",
  "symbols": ["C", "C", "N", "C", "C", "O", "O", "H", "H", "H", "H", "H", "H", "H", "H", "H", "H", "O", "H", "H", "O", "H", "H", "O", "H", "H", "O", "H", "H", "O", "H", "H", "O", "H", "H", "O", "H", "H", "O", "H", "H", "O", "H", "H", "O"],
  "positions_angstrom": [[-1.135, 0.773, 2.083], [-1.271, 1.193, 0.566], [-1.763, 0.023, -0.157], [-1.635, 0.185, -1.674], [-0.210, 0.687, -2.345], [0.828, 0.344, -1.746], [-0.259, 1.262, -3.442], [-0.703, -0.232, 2.179], [-2.059, 0.819, 2.602], [-0.448, 1.568, 2.469], [-2.069, 1.912, 0.605], [-0.517, 1.821, 0.042], [-1.074, -0.717, -0.037], [-2.377, 0.918, -1.985], [-1.863, -0.815, -2.042], [1.345, -1.401, -1.441], [2.344, -1.771, -2.388], [1.738, -2.227, -1.783], [2.133, 0.299, -4.312], [2.227, 0.632, -2.883], [2.782, 0.286, -3.589], [2.960, -0.993, 2.513], [2.973, -2.378, 2.100], [3.324, -1.861, 2.818], [-4.132, -0.167, 1.826], [-3.615, -0.880, 2.976], [-4.207, -0.118, 2.807], [4.038, 0.933, 2.015], [2.956, 1.527, 1.097], [3.113, 1.060, 1.968], [2.003, 1.535, -0.962], [3.265, 2.414, -1.044], [2.891, 1.656, -0.625], [2.248, 3.105, -2.900], [1.209, 3.361, -1.666], [1.925, 3.734, -2.251], [0.790, -3.076, 0.469], [1.986, -3.114, -0.206], [1.696, -3.289, 0.727], [-2.133, -3.009, 3.151], [-3.029, -2.757, 1.801], [-2.949, -3.090, 2.707], [-4.970, 0.515, -0.208], [-3.691, -0.348, -0.014], [-4.663, -0.319, 0.179]],
  "lowdin_charge": [-0.060, -0.263, -0.105, -0.085, -0.643, -0.113, -0.008, 0.068, 0.025, 0.083, 0.093, 0.107, 0.090, 0.095, 0.107, 0.018, 0.041, -0.076, 0.044, -0.036, -0.075, 0.011, -0.030, -0.092, -0.024, 0.009, -0.107, 0.007, 0.014, -0.084, -0.006, 0.032, -0.042, 0.031, 0.064, -0.071, 0.024, 0.022, -0.086, 0.017, 0.046, -0.036, 0.060, 0.018, -0.085],
  "fmax_ev_per_a": 3.3,
  "total_charge": -1,
  "e_lumo_ev": 2.6
}

=====

Entry 5:
{
  "formula": "C3H11N3O2",
  "method": "the ωB97M-V functional and the def2-TZVPD basis",
  "symbols": ["C", "C", "N", "H", "H", "H", "H", "H", "H", "H", "C", "N", "N", "O", "O", "H", "H", "H", "H"],
  "positions_angstrom": [[0.580, 1.241, 1.437], [-0.991, -0.094, 1.159], [1.530, 1.276, 0.489], [2.210, 0.527, 0.504], [1.122, 1.445, -0.449], [-0.103, 2.082, 1.404], [0.920, 0.970, 2.431], [-0.957, -1.181, 1.204], [-1.869, 0.390, 0.734], [-1.101, 0.110, 2.230], [-0.536, -0.425, -1.094], [0.848, -2.337, -0.813], [-0.401, 0.932, -1.567], [0.782, -0.932, -1.039], [-1.474, -1.145, -1.399], [0.618, -2.468, 0.175], [0.056, -2.724, -1.333], [-1.310, 1.375, -1.609], [0.077, 0.955, -2.463]],
  "lowdin_charge": [-0.154, -0.075, -0.011, 0.093, 0.060, 0.085, 0.087, 0.023, 0.031, 0.017, -0.627, 0.068, 0.107, -0.132, 0.052, 0.079, 0.081, 0.104, 0.111],
  "fmax_ev_per_a": 4.5,
  "e_lumo_ev": 0.7
}

=====

Entry 6:
{
  "formula": "CH5INP",
  "method": "the ωB97M-V functional and the def2-TZVPD basis",
  "symbols": ["C", "N", "P", "I", "H", "H", "H", "H", "H"],
  "positions_angstrom": [[1.097, -0.162, 0.441], [-0.209, 1.551, 0.531], [-1.697, 1.435, -0.207], [-0.210, 1.926, 2.569], [0.305, -0.873, 0.485], [1.495, -0.306, -0.619], [1.629, -0.022, 1.416], [-1.268, 0.905, -1.402], [-2.440, 0.475, 0.421]],
  "lowdin_charge": [0.006, -0.963, 0.571, 0.630, -0.012, 0.054, -0.005, -0.126, -0.154],
  "fmax_ev_per_a": 4.3,
  "e_lumo_ev": [-0.6, -0.6]
}

=====

Entry 7:
{
  "formula": "C9H17N3O3Pd",
  "method": "the ωB97M-V functional and the def2-TZVPD basis",
  "symbols": ["Pd", "C", "N", "C", "C", "O", "C", "O", "C", "C", "O", "N", "C", "C", "H", "H", "H", "H", "H", "H", "H", "H", "H", "H", "H", "H", "H", "H", "H", "H", "N", "C", "H"],
  "positions_angstrom": [[0.086, 0.116, 0.274], [4.277, -1.695, -1.635], [3.023, -2.038, -2.238], [3.010, -3.004, -3.315], [1.821, -1.413, -1.797], [1.856, -0.699, -0.815], [0.528, -1.616, -2.557], [-0.456, -0.854, -1.857], [-1.538, -0.328, -2.629], [-1.941, 0.961, -1.944], [-1.312, 1.376, -0.993], [-3.055, 1.711, -2.425], [-3.339, 3.003, -1.886], [-3.907, 1.181, -3.469], [4.752, -2.614, -1.248], [4.186, -0.941, -0.864], [4.972, -1.369, -2.433], [3.880, -3.657, -3.233], [3.120, -2.471, -4.280], [2.089, -3.584, -3.346], [0.245, -2.672, -2.583], [0.657, -1.263, -3.586], [-2.369, -1.039, -2.668], [-1.223, -0.102, -3.654], [-2.654, 3.302, -1.104], [-4.391, 3.026, -1.542], [-3.344, 3.738, -2.716], [-4.399, 0.256, -3.129], [-3.318, 0.922, -4.360], [-4.669, 1.910, -3.733], [0.952, 1.428, 3.086], [0.640, 0.973, 2.092], [1.233, 1.831, 3.981]],
  "lowdin_charge": [1.272, 0.086, 0.024, 0.076, -0.248, 0.071, -0.037, -0.192, -0.036, -0.254, 0.078, 0.021, 0.085, 0.072, 0.174, 0.121, 0.178, 0.148, 0.175, 0.128, 0.174, 0.175, 0.175, 0.171, 0.121, 0.178, 0.180, 0.159, 0.150, 0.141, 0.279, -0.027, 0.180],
  "fmax_ev_per_a": 0.5,
  "spin_multiplicity": 5,
  "total_charge": 4,
  "e_lumo_ev": [-13.5, -17.8],
  "s2": 6.02
}